No. 1
ORCA calculation (ωB97M-V with the def2-TZVPD basis set) on a cluster of 2 separate species, CH5N2O in total.

Properties
E_HOMO: -15.579 eV
LUMO: -5.401 eV
total charge: +1

Geometry as XYZ:
```
9
Properties=species:S:1:pos:R:3:mulliken_charge:R:1
C -0.9282 -0.4380 0.5740 0.5076
N -1.4815 -0.2266 -0.5364 -0.1429
N 1.3775 0.2216 -0.0521 -0.7297
O -1.6469 0.6667 0.6590 -0.2140
H -0.4719 -1.2758 1.1318 0.3696
H -1.7966 0.1753 -1.3829 0.3462
H 1.1306 0.4735 -0.9643 0.2717
H 1.9278 -0.5972 0.0201 0.2934
H 1.8892 1.0003 0.5508 0.2982
```

No. 2
ORCA calculation (ωB97M-V with the def2-TZVPD basis set) on an isolated molecule of C2H3N5O.

Properties
E_HOMO: -8.991 eV
LUMO: -0.988 eV
SMILES: N/N=c1/cnnno1

Geometry as XYZ:
```
11
Properties=species:S:1:pos:R:3:mulliken_charge:R:1
C 0.0947 0.1899 0.3722 0.5851
C -1.0086 1.1382 0.2283 -0.0466
H 2.9099 -0.0632 -0.5895 0.2737
H 1.7156 -1.2677 -0.4045 0.2443
H -0.8762 2.2031 0.1269 0.4278
N 2.2041 -0.4443 -0.0172 -0.4320
N 1.2863 0.6002 -0.0423 -0.3275
N -2.2417 0.7553 0.0283 -0.3656
N -2.3405 -0.5985 -0.2211 -0.0271
N -1.5865 -1.4483 0.0105 0.0543
O -0.1572 -1.0645 0.5084 -0.3863
```

No. 3
ORCA calculation (ωB97M-V with the def2-TZVPD basis set) on the ion C10H12N2OP with charge +1.

Properties
E_HOMO (alpha / beta): -11.786 / -11.761 eV
LUMO (alpha / beta): -5.620 / -5.354 eV
total charge: +1

Geometry as XYZ:
```
26
Properties=species:S:1:pos:R:3:mulliken_charge:R:1
C -4.4839 -1.1989 -0.2503 -0.5263
C -3.3220 -1.2803 -1.0036 -0.6706
C -4.5865 -0.2736 0.7784 -0.4097
C -2.2698 -0.4236 -0.7432 -0.1957
C -3.5394 0.5880 1.0500 -0.5191
C 1.9265 0.5671 -1.3495 0.2991
C 3.1152 0.0383 -0.9735 -0.6719
C 2.7753 0.3167 1.3208 -0.0001
C -2.3862 0.5153 0.2743 0.8624
C 4.7954 -0.7312 0.5928 -0.8797
N 0.9665 0.9439 -0.5249 -0.1885
N 3.4916 -0.0990 0.3626 0.0714
O -1.3814 1.4205 0.5360 -0.2695
P -0.2362 1.9988 -0.4238 0.0691
H -5.3115 -1.8563 -0.4670 0.3860
H -3.2432 -2.0067 -1.7969 0.3752
H -5.4885 -0.2192 1.3666 0.3727
H -1.3563 -0.4588 -1.3230 0.2673
H -3.6091 1.3183 1.8425 0.4193
H 1.7604 0.6506 -2.4191 0.3906
H 3.8311 -0.2751 -1.7115 0.3368
H 2.9736 0.2042 2.3678 0.3495
H 4.7025 -1.4768 1.3824 0.3710
H 5.1507 -1.2130 -0.3141 0.2905
H 5.5216 0.0210 0.9019 0.3550
H 0.2037 2.9295 0.5244 0.1151
```

No. 4
ORCA calculation (ωB97M-V with the def2-TZVPD basis set) on a structure of composition C29H28HfN6O9P2.

Properties
E_HOMO: -7.849 eV
LUMO: -0.298 eV

Geometry as XYZ:
```
75
Properties=species:S:1:pos:R:3:mulliken_charge:R:1
Hf 0.7583 -0.0894 0.7230 2.1215
N 0.2948 -0.5145 5.2389 -0.6522
C 1.1940 -1.3793 4.4937 1.4286
C 2.0306 -2.2554 5.5114 -1.9379
P 0.2571 -2.4524 3.2665 0.4320
O 1.3049 -3.6385 2.8930 -0.5390
O 0.1187 -1.6720 1.9657 -0.9093
O -0.9469 -3.0118 3.8857 -0.8126
P 2.2538 -0.1540 3.6926 0.3682
O 3.5563 -0.8875 3.0465 -0.5974
O 2.9607 0.7857 4.7137 -0.5704
O 1.4669 0.5601 2.6307 -0.5838
H 0.1367 -0.9105 6.1670 0.2639
H -0.5581 -0.3046 4.7740 0.2326
H 2.3500 1.4499 5.0802 0.3575
H 1.4122 -3.1130 5.7716 0.4974
H 2.3190 -1.6583 6.3741 0.5382
H 2.9430 -2.6306 5.0676 0.3785
H 0.9030 -4.4272 3.2093 0.3019
H 3.4008 -0.9213 2.0294 0.4636
O -0.2803 1.7044 0.7967 -0.2807
N 0.2551 2.8589 0.6936 -0.7469
N 1.3872 2.7437 -0.0225 1.0307
O 1.8192 1.5694 -0.4179 -0.7565
C 1.9151 3.9732 -0.5454 -0.0765
C 2.5736 3.9553 -1.7099 0.1493
C 2.6140 5.1520 -2.4423 -0.5943
C 1.9655 6.2709 -2.0410 -0.5196
C 1.4925 6.3328 -0.7202 -0.2743
C 1.5123 5.2337 0.0774 -0.7607
H 3.0710 3.0245 -2.0373 0.4094
H 2.8708 5.0760 -3.4651 0.3900
H 1.9488 7.2101 -2.6230 0.3513
H 1.1010 7.3329 -0.4366 0.3434
H 1.1246 5.1956 1.0749 0.4602
N -1.6376 -0.3103 0.4898 -0.1031
C -2.7019 -0.6998 0.7722 0.3140
C -3.8843 -1.2627 1.2932 0.0210
C -3.8648 -1.8419 2.5999 -0.2738
C -5.1070 -2.0247 3.2258 -0.6058
C -6.3146 -1.8414 2.5200 -0.2642
C -6.3054 -1.3862 1.1650 -0.6318
C -5.1031 -1.1604 0.6007 -0.3342
H -2.9611 -2.2428 3.0383 0.5353
H -5.1378 -2.2539 4.2673 0.4275
H -7.2727 -2.0391 3.0375 0.3401
H -7.1887 -1.2366 0.5319 0.3600
H -4.9076 -0.8627 -0.4539 0.3814
N 0.3780 -0.7953 -1.1169 0.0359
C 0.1947 -0.7136 -2.3314 0.4367
C -0.0035 0.5873 -3.0732 0.7834
C 0.4231 0.7422 -4.3952 -0.1906
C 0.0268 1.8393 -5.1494 -0.7921
C -0.5925 2.9030 -4.4876 -0.6402
C -0.9003 2.8011 -3.1227 -0.5711
C -0.6934 1.6159 -2.4285 -0.2691
C 0.3247 -1.9346 -3.1864 0.3370
C -0.6399 -2.1482 -4.1810 -0.1347
C -0.7677 -3.4066 -4.7588 -0.5676
C -0.0685 -4.5210 -4.2929 -0.6148
C 0.9604 -4.2874 -3.3572 -0.5843
C 1.0979 -3.0433 -2.7480 -0.3910
H 0.9742 -0.0982 -4.8120 0.6484
H 0.0980 1.8714 -6.2799 0.3087
H -0.7846 3.8373 -4.9965 0.4155
H -1.3154 3.6385 -2.5985 0.4612
H -1.1405 1.4817 -1.4122 0.2249
H -1.2936 -1.2931 -4.5372 0.3001
H -1.5369 -3.6160 -5.5496 0.2842
H -0.1581 -5.4783 -4.7371 0.3988
H 1.6294 -5.0383 -2.9452 0.3773
H 1.7958 -2.8895 -1.9537 0.2577
O 4.3477 -1.3242 -1.3651 -0.6234
C 3.6583 -1.0610 -0.4274 0.8477
N 2.8463 -0.9152 0.4403 -0.8115
```

No. 5
ORCA calculation (ωB97M-V with the def2-TZVPD basis set) on a cluster of 2 separate species, C4H5N3O2S in total.

Properties
E_HOMO (alpha / beta): -7.555 / -6.852 eV
LUMO (alpha / beta): -2.656 / -3.410 eV

Geometry as XYZ:
```
15
Properties=species:S:1:pos:R:3:mulliken_charge:R:1
C 1.9643 0.9337 -1.0594 -0.3093
C 2.2364 1.5236 0.2814 -0.0066
C 1.4831 -0.8624 0.1578 0.6968
C -2.6980 -0.3764 -0.1205 -0.7053
N 1.6238 -0.3035 -1.0400 -0.4165
N -1.1935 -2.0530 0.4707 -0.6752
N -1.4862 -0.8760 0.5141 0.8525
O -0.7140 0.0418 0.9405 -0.6056
O 1.1905 -1.9883 0.4701 -0.4218
S 1.9545 0.4269 1.4966 -0.0271
H 1.9860 1.4232 -2.0168 0.4332
H 2.5809 2.5422 0.5993 0.3362
H -2.2686 0.5821 -0.5345 0.3147
H -3.3326 -0.0486 0.7355 0.2854
H -3.3266 -0.9654 -0.8947 0.2487
```